Arrangement A

Entry from the OMol25 dataset: a gas-phase ion, C3H5N2 (charge +1) (wB97M-V/def2-TZVPD).

Summary:
Total charge = +1
2S+1 = 1
HOMO level = -0.5537 Eh

Cartesian coordinates (Å):
1 N -1.68252 -0.95795 -0.02362
2 N 0.88973 -0.41827 -0.66230
3 C 1.05798 0.08906 0.72818
4 C -1.35520 0.21685 0.15022
5 C 0.12311 0.67381 -0.07449
6 H 1.71315 -0.99730 -0.81998
7 H -1.95770 1.06783 0.46672
8 H 0.01584 1.60703 -0.62673
9 H 2.10323 0.34539 0.91093
10 H -0.90763 -1.62645 -0.04894

Arrangement B

Entry from the OMol25 dataset: a gas-phase ion, C3H5N2 (charge +1) (wB97M-V/def2-TZVPD).

Summary:
Total charge = +1
2S+1 = 1
HOMO level (alpha / beta) = -0.5152 / -0.5290 Eh

Cartesian coordinates (Å):
1 N 0.19692 0.00146 -0.29935
2 N 0.39917 -1.89741 1.08054
3 C -0.51395 -1.06798 1.67090
4 C 0.61552 -1.45802 -0.07348
5 C -0.54874 0.35286 0.89362
6 H -1.53178 0.37901 0.68973
7 H -0.08496 1.12680 1.51380
8 H 0.95006 -2.12352 -0.79449
9 H -0.42928 0.17501 -1.07094
10 H 0.94287 0.57891 -0.52383

Arrangement C

Entry from the OMol25 dataset: 2 unconnected molecules or ions with the total composition C3H5N2 (wB97M-V/def2-TZVPD).

Summary:
Total charge = +1
2S+1 = 1
HOMO level (alpha / beta) = -0.5402 / -0.5290 Eh

Cartesian coordinates (Å):
1 N -0.07647 -0.27451 0.13017
2 N 2.28345 -0.45300 -0.04098
3 C -1.30173 -0.17150 0.04743
4 C 1.11101 0.04024 0.12883
5 C -2.57918 -0.15478 -0.04342
6 H 1.06336 2.83816 0.12640
7 H 2.43843 -1.43793 -0.25107
8 H -3.13825 -0.95078 -0.51770
9 H -3.17399 0.66755 0.32611
10 H 3.09819 0.14287 0.01544

Arrangement D

Entry from the OMol25 dataset: a gas-phase ion, C3H5N2 (charge +1) (wB97M-V/def2-TZVPD).

Summary:
Total charge = +1
2S+1 = 1
HOMO level (alpha / beta) = -0.5718 / -0.5718 Eh

Cartesian coordinates (Å):
1 N 0.72568 -1.11253 0.17329
2 N 1.67526 -0.10433 -0.16097
3 C -0.56791 -0.76709 -0.22230
4 C 0.96971 0.95112 -0.19665
5 C -0.30315 1.23165 0.17532
6 H -1.45324 -1.28584 0.33801
7 H 0.99490 -2.03618 0.51851
8 H -0.67438 -0.28859 -1.33049
9 H -1.01548 1.68088 -0.46255
10 H -0.35140 1.73091 1.16783

Which of them is the most stable? Correct choice: arrangement B.

Arrangement A

Entry from the OMol25 dataset: a gas-phase ion, C3H5N2 (charge +1) (wB97M-V/def2-TZVPD).

Summary:
Total charge = +1
2S+1 = 1
HOMO level = -0.5597 Eh

Cartesian coordinates (Å):
1 N -0.58393 0.68997 -0.46785
2 N 0.75957 -1.06992 -0.44707
3 C 0.05205 -0.27201 -1.12088
4 C -0.36038 0.80213 0.79896
5 C 0.25998 -0.16726 1.46002
6 H -0.22375 -0.48123 -2.16810
7 H -0.67600 1.49169 1.53611
8 H 1.01501 -1.91367 -1.07723
9 H -1.09002 1.38691 -0.92096
10 H 0.84748 -0.46662 2.40700

Arrangement B

Entry from the OMol25 dataset: a gas-phase ion, C3H5N2 (charge +1) (wB97M-V/def2-TZVPD).

Summary:
Total charge = +1
2S+1 = 1
HOMO level = -0.5820 Eh

Cartesian coordinates (Å):
1 N -0.17008 -1.37018 -0.08159
2 N 1.14709 0.69333 0.80192
3 C -0.78414 -0.06537 -0.38655
4 C 0.75435 -1.71102 0.67888
5 C 0.28998 0.99542 -0.03267
6 H 0.27625 1.90898 -0.49865
7 H -0.97756 0.17262 -1.43997
8 H -1.55882 0.18771 0.24341
9 H 1.92000 1.26040 1.05817
10 H -0.89707 -2.07189 -0.34295

Which of them is the most stable? Correct choice: arrangement A.

Arrangement A

Entry from the OMol25 dataset: a single C9H8N2 molecule (wB97M-V/def2-TZVPD).

Summary:
Total charge = 0
2S+1 = 1
HOMO level = -0.3290 Eh

Cartesian coordinates (Å):
1 N 0.55247 0.27017 -1.79973
2 N -0.09942 1.38095 -1.96442
3 C 1.16589 -1.57679 -0.73392
4 C -0.30010 -0.02340 0.39111
5 C 1.08930 -2.33197 0.36862
6 C 0.32618 -2.05252 1.54122
7 C -0.37742 -0.89539 1.45338
8 C 0.42392 -0.39551 -0.69961
9 C -0.67376 1.88358 -0.95084
10 C -0.68178 1.30986 0.24181
11 C -1.12282 2.01651 1.51754
12 H -1.81184 1.31001 2.05008
13 H -0.23577 2.17649 2.28266
14 H 1.71421 -3.26613 0.34934
15 H 1.60944 -2.00457 -1.57530
16 H -1.63373 2.87699 1.22245
17 H 0.32039 -2.64906 2.38152
18 H -1.05035 -0.46876 2.11956
19 H -1.18009 2.86095 -1.25712

Arrangement B

Entry from the OMol25 dataset: a single C9H8N2 molecule (wB97M-V/def2-TZVPD).

Summary:
Total charge = 0
2S+1 = 1
HOMO level (alpha / beta) = -0.3007 / -0.3007 Eh

Cartesian coordinates (Å):
1 N 2.34885 0.34180 -0.35783
2 N 2.05729 1.05925 4.37723
3 C -0.07553 0.74439 -0.60007
4 C 1.09375 -0.24397 -0.83844
5 C -0.72850 1.32765 -1.57615
6 C -0.43343 0.59406 0.88252
7 C 1.79155 0.34265 1.98354
8 C 1.96940 0.69066 3.28802
9 C 2.43847 0.46473 0.82614
10 C 0.54494 -0.44290 1.48292
11 C 0.74111 -1.34070 0.24144
12 H -0.13435 -1.86276 -0.22880
13 H -1.60532 1.83399 -1.24860
14 H -0.13890 1.59273 1.39068
15 H 1.24331 -0.72255 -1.94143
16 H 1.53666 -2.01942 0.11451
17 H -0.39642 1.14056 -2.65539
18 H -1.36337 0.20403 1.06400
19 H 0.00463 -0.92289 2.26589

Which of them is the most stable? Correct choice: arrangement A.

Arrangement A

Entry from the OMol25 dataset: a single CH2N4O molecule (wB97M-V/def2-TZVPD).

Summary:
Total charge = 0
2S+1 = 1
HOMO level = -0.3641 Eh

Cartesian coordinates (Å):
1 O -1.42228 0.25016 -1.69139
2 N 0.19931 0.94054 0.18228
3 N -0.98177 -1.01031 -0.87453
4 N 1.07175 -0.51137 1.58314
5 N 0.98771 0.69545 1.29673
6 C -0.41084 0.01387 -0.39599
7 H 1.67673 -0.55099 2.41178
8 H -2.30350 0.46200 -1.32826

Arrangement B

Entry from the OMol25 dataset: a single CH2N4O molecule (wB97M-V/def2-TZVPD).

Summary:
Total charge = 0
2S+1 = 1
HOMO level = -0.3630 Eh

Cartesian coordinates (Å):
1 O 0.88740 -0.07183 0.66272
2 N -0.32823 -1.15483 -0.86353
3 N -0.87665 -0.05052 -0.75059
4 N -0.45258 1.82147 0.71622
5 N 0.85363 -1.15861 -0.15094
6 C -0.19657 0.70199 0.23429
7 H -1.27131 2.20086 0.26556
8 H 0.97832 -2.04076 0.36886

Arrangement C

Entry from the OMol25 dataset: a single CH2N4O molecule (wB97M-V/def2-TZVPD).

Summary:
Total charge = 0
2S+1 = 1
HOMO level = -0.3632 Eh

Cartesian coordinates (Å):
1 O 0.25792 -1.67934 -0.89479
2 N -0.11385 0.45117 -0.90922
3 N -0.27099 1.09908 1.02442
4 N -0.02227 -0.36216 1.06359
5 N -0.18054 1.59673 -0.17108
6 C -0.10283 -0.71992 -0.27747
7 H 0.30734 0.36583 -1.93402
8 H 0.12521 -0.75139 2.09858

Which of them is the most stable? Correct choice: arrangement C.

Arrangement A

Entry from the OMol25 dataset: 2 unconnected molecules or ions with the total composition C8H12N2O2 (wB97M-V/def2-TZVPD).

Summary:
Total charge = 0
2S+1 = 1
HOMO level = -0.3390 Eh

Cartesian coordinates (Å):
1 O 1.71853 -0.26867 0.70729
2 O -3.14871 -0.86907 -0.61427
3 N 2.84155 -1.04913 0.61427
4 N -3.97378 1.94292 0.99088
5 C 0.78515 -0.96957 1.52458
6 C -2.01983 -0.10371 -0.79298
7 C -2.93381 1.73242 0.43578
8 C -1.85214 1.14806 -0.30380
9 C 4.04309 0.72429 -0.74460
10 C -2.79673 -2.21261 -0.75121
11 C 3.17289 1.72776 -0.77487
12 C 3.76565 -0.57321 -0.16272
13 H 3.42403 2.72420 -1.16950
14 H 1.25215 -1.41937 2.41200
15 H 0.29503 -1.80010 0.95723
16 H -2.03316 -2.51841 -0.01638
17 H -1.40705 -0.31363 -1.67586
18 H -0.98408 1.74033 -0.83668
19 H 5.06917 0.78603 -1.09223
20 H 2.13931 1.57777 -0.43560
21 H -3.66518 -2.83616 -0.56341
22 H 4.61606 -1.25675 -0.19666
23 H 0.06362 -0.23669 1.82171
24 H -2.38842 -2.44235 -1.76584

Arrangement B

Entry from the OMol25 dataset: 2 unconnected molecules or ions with the total composition C8H12N2O2 (wB97M-V/def2-TZVPD).

Summary:
Total charge = 0
2S+1 = 1
HOMO level = -0.3330 Eh

Cartesian coordinates (Å):
1 O -0.97664 -0.78373 1.04945
2 O -2.91149 -2.08766 -0.12656
3 N -1.95239 1.85573 -0.41035
4 N -2.32307 0.50930 -0.29772
5 C -1.71968 -1.76062 -0.79821
6 C 2.20369 0.19124 0.63663
7 C 4.23672 0.14980 -1.09357
8 C -1.47024 -0.28163 -0.83620
9 C 3.12036 0.17440 -0.14060
10 C 0.18823 -0.95391 1.34267
11 C 1.09090 0.21733 1.59041
12 C -2.80177 2.61650 0.13181
13 H 4.95924 -0.60308 -0.78391
14 H 1.48022 0.16659 2.60709
15 H 0.58908 -1.98197 1.45454
16 H 3.86534 -0.09870 -2.08929
17 H -0.59237 0.10429 -1.31505
18 H -0.87594 -2.24441 -0.32378
19 H 4.72387 1.13182 -1.11575
20 H -1.75354 -2.13600 -1.82374
21 H -3.70215 2.22368 0.62350
22 H -2.60488 3.67884 0.08469
23 H -3.29803 -1.24493 0.15856
24 H 0.52455 1.15712 1.47538

Which of them is the most stable? Correct choice: arrangement A.

Arrangement A

Entry from the OMol25 dataset: a single C2H4FNO molecule (wB97M-V/def2-TZVPD).

Summary:
Total charge = 0
2S+1 = 1
HOMO level = -0.3632 Eh

Cartesian coordinates (Å):
1 F 0.05997 -0.12710 -2.00055
2 O -1.32927 0.43982 1.69882
3 N 0.62607 -0.79908 -1.01100
4 C -0.75739 0.49554 0.63254
5 C 0.60348 0.12751 0.28673
6 H -0.03395 -1.59734 -0.75151
7 H -1.47014 0.83547 -0.20265
8 H 1.32966 0.86558 0.14887
9 H 0.97157 -0.24039 1.19876

Arrangement B

Entry from the OMol25 dataset: 3 unconnected molecules or ions with the total composition C2H4FNO (wB97M-V/def2-TZVPD).

Summary:
Total charge = 0
2S+1 = 1
HOMO level = -0.3859 Eh

Cartesian coordinates (Å):
1 F -0.76346 0.14155 -1.76812
2 O 0.47469 0.49960 1.61602
3 N 0.46788 -1.36850 0.40861
4 C 0.23521 0.03063 0.54684
5 C -0.49460 0.79258 -0.48607
6 H 1.30077 -1.78638 -0.67635
7 H -1.52805 0.71807 0.00075
8 H 1.82710 -1.37811 0.99914
9 H -0.24498 1.81589 -0.56356

Arrangement C

Entry from the OMol25 dataset: a single C2H4FNO molecule (wB97M-V/def2-TZVPD).

Summary:
Total charge = 0
2S+1 = 1
HOMO level = -0.3780 Eh

Cartesian coordinates (Å):
1 F 0.64761 0.96163 1.34232
2 O -1.84754 0.44350 -1.11248
3 N -0.09421 0.28880 0.28891
4 C -1.06293 0.96501 -0.34946
5 C 0.76496 -0.85826 -0.01384
6 H 0.83542 -1.58720 0.89484
7 H 1.73737 -0.72444 -0.37666
8 H -1.12413 1.95682 -0.02446
9 H 0.14345 -1.44585 -0.64917

Which of them is the most stable? Correct choice: arrangement C.